{"formula": "C28H37HgN2O15S", "method": "ωB97M-V/def2-TZVPD", "largest_force_ev_per_a": 4.0, "homo_energy_ev": [-14.028, -14.027], "total_charge": 2, "multiplicity": 2, "species": ["Hg", "C", "C", "O", "H", "H", "H", "H", "H", "C", "C", "O", "S", "O", "O", "O", "H", "H", "H", "H", "C", "C", "C", "C", "C", "C", "N", "O", "O", "H", "H", "H", "H", "H", "C", "C", "C", "C", "C", "C", "N", "O", "O", "H", "H", "H", "H", "H", "O", "C", "O", "C", "C", "C", "H", "H", "H", "H", "H", "H", "O", "C", "O", "C", "C", "C", "H", "H", "H", "H", "H", "H", "O", "C", "O", "C", "C", "C", "H", "H", "H", "H", "H", "H"], "coordinates": [[-2.377, 2.748, 2.354], [-0.209, 0.349, -0.221], [-1.506, 1.033, -0.747], [-1.979, 1.933, 0.190], [-0.268, -0.306, 0.649], [0.529, 1.100, 0.060], [0.325, -0.247, -0.961], [-2.263, 0.288, -0.993], [-1.368, 1.596, -1.671], [2.348, 3.088, -1.737], [0.896, 3.661, -1.589], [0.933, 4.940, -2.190], [2.486, 5.495, -2.394], [2.767, 6.787, -1.755], [3.049, 5.273, -3.745], [3.088, 4.260, -1.415], [2.533, 2.700, -2.739], [2.521, 2.336, -0.968], [0.450, 3.545, -0.601], [0.232, 3.055, -2.206], [-0.146, -2.707, -5.128], [-0.632, -2.036, -3.977], [-1.932, -2.310, -3.482], [-2.805, -3.214, -4.188], [-2.298, -3.855, -5.271], [-0.984, -3.609, -5.780], [-4.150, -3.549, -3.695], [-4.714, -4.541, -4.101], [-4.640, -2.733, -2.937], [0.879, -2.621, -5.459], [-0.065, -1.223, -3.548], [-2.279, -1.748, -2.627], [-2.814, -4.626, -5.823], [-0.562, -4.154, -6.612], [1.893, -3.830, -2.175], [1.448, -3.764, -0.887], [1.857, -2.735, -0.028], [2.612, -1.740, -0.510], [2.963, -1.742, -1.878], [2.620, -2.762, -2.726], [2.991, -0.600, 0.356], [2.497, -0.393, 1.470], [3.922, 0.126, -0.072], [1.501, -4.557, -2.871], [0.935, -4.564, -0.374], [1.584, -2.694, 1.016], [3.549, -0.903, -2.224], [2.927, -2.742, -3.762], [-3.909, 1.029, 2.752], [-4.228, -0.075, 2.326], [-3.553, -1.151, 2.574], [-3.920, -2.157, 1.658], [-4.596, -1.473, 0.497], [-5.316, -0.336, 1.293], [-4.564, -2.860, 2.186], [-3.043, -2.760, 1.425], [-5.355, -2.098, 0.026], [-3.925, -1.213, -0.322], [-6.266, -0.661, 1.715], [-5.473, 0.517, 0.633], [0.065, 3.108, 2.081], [1.261, 3.514, 2.155], [1.662, 4.513, 1.437], [3.055, 4.894, 1.687], [3.590, 3.599, 2.290], [2.403, 2.877, 2.913], [3.070, 5.865, 2.184], [3.722, 5.006, 0.832], [4.391, 3.673, 3.025], [4.058, 2.954, 1.546], [2.319, 3.026, 3.990], [2.415, 1.787, 2.870], [-1.376, 1.168, 3.838], [-0.566, 0.321, 4.219], [0.659, 0.672, 4.796], [1.351, -0.416, 5.361], [0.789, -1.647, 4.681], [-0.600, -1.189, 4.215], [1.107, -0.528, 6.418], [2.427, -0.280, 5.245], [0.725, -2.496, 5.362], [1.396, -1.928, 3.821], [-1.213, -1.571, 5.031], [-0.901, -1.491, 3.212]], "mulliken_charge": [1.9938, 0.3689, 0.0488, -0.4252, 0.2598, -0.2755, -0.1465, -0.2212, 0.2937, 0.1130, 0.1812, -0.3899, 1.0774, -0.5029, -0.5189, -0.3253, 0.3966, -0.2317, 0.0268, 0.1811, -0.5560, -0.2954, 0.1948, -0.1437, -0.3437, -0.5744, 0.9664, -0.5459, -0.5944, 0.4145, 0.4172, 0.2085, 0.4386, 0.4009, -0.6391, -0.7764, 0.1693, -0.3576, -0.2378, -0.5619, 1.0189, -0.4774, -0.6132, 0.4378, 0.4671, 0.4962, 0.5320, 0.5283, -0.7711, 0.6862, -0.2338, -0.5807, 0.0530, -0.5012, 0.3311, 0.3936, 0.4094, -0.2975, 0.3174, 0.3161, -0.4102, 0.2007, -0.3377, -0.2547, -0.8387, 0.2852, 0.3458, 0.1990, 0.4330, 0.2610, 0.3913, -0.2198, -0.5994, 0.2899, -0.3262, -0.4815, -0.3587, 0.0430, 0.2634, 0.4200, 0.4454, -0.0919, 0.3425, -0.0014]}

{"formula": "C28H38B3N4O7P", "method": "ωB97M-V/def2-TZVPD", "largest_force_ev_per_a": 1.7, "homo_energy_ev": -9.026, "relative_energy_kcal_mol": 0.0, "smiles": "C=CB1OB(CCCCCOC)OB(P(=O)(O)O)O1.c1ccncc1.c1ccncc1.c1ccncc1.c1ccncc1", "multiplicity": 1, "species": ["C", "C", "B", "O", "B", "C", "C", "C", "C", "C", "O", "C", "O", "B", "P", "O", "O", "O", "O", "H", "H", "H", "H", "H", "H", "H", "H", "H", "H", "H", "H", "H", "H", "H", "H", "H", "H", "C", "C", "C", "N", "C", "C", "H", "H", "H", "H", "H", "C", "C", "C", "N", "C", "C", "H", "H", "H", "H", "H", "C", "C", "C", "N", "C", "C", "H", "H", "H", "H", "H", "C", "C", "C", "N", "C", "C", "H", "H", "H", "H", "H"], "coordinates": [[5.226, -2.044, 1.369], [4.237, -1.140, 1.580], [2.812, -1.641, 1.367], [1.883, -0.820, 0.728], [1.050, -1.527, -0.110], [-0.408, -1.125, -0.470], [-1.013, 0.020, 0.365], [-2.435, -0.236, 0.897], [-2.702, -1.676, 1.368], [-3.397, -2.552, 0.307], [-4.774, -2.744, 0.571], [-5.081, -3.914, 1.309], [1.596, -2.744, -0.587], [1.877, -3.549, 0.501], [1.452, -5.418, 0.291], [-0.001, -5.618, 0.221], [2.221, -5.922, -1.037], [2.206, -6.222, 1.443], [2.366, -2.961, 1.628], [5.202, -2.996, 1.897], [6.019, -1.891, 0.638], [4.434, -0.094, 1.810], [-0.998, -2.044, -0.451], [-0.374, -0.832, -1.527], [-1.055, 0.907, -0.271], [-0.366, 0.295, 1.199], [-3.184, 0.077, 0.166], [-2.582, 0.427, 1.754], [-1.743, -2.145, 1.601], [-3.330, -1.665, 2.259], [-3.341, -2.055, -0.664], [-2.880, -3.510, 0.189], [-4.307, -4.676, 1.194], [-5.231, -3.687, 2.369], [-6.015, -4.321, 0.919], [2.219, -5.237, -1.713], [2.266, -7.164, 1.237], [4.517, -0.793, -4.273], [3.842, -1.517, -3.302], [4.548, -1.932, -2.184], [5.840, -1.677, -1.985], [6.475, -0.981, -2.926], [5.861, -0.518, -4.081], [4.004, -0.447, -5.161], [2.792, -1.757, -3.403], [4.053, -2.492, -1.399], [7.526, -0.785, -2.745], [6.427, 0.045, -4.810], [2.307, 4.331, 1.291], [3.249, 4.626, 2.264], [4.320, 3.760, 2.430], [4.494, 2.658, 1.704], [3.581, 2.390, 0.773], [2.474, 3.187, 0.527], [1.455, 4.980, 1.131], [3.158, 5.507, 2.885], [5.077, 3.959, 3.181], [3.746, 1.485, 0.198], [1.764, 2.918, -0.244], [0.729, 8.020, -2.025], [-0.039, 7.356, -2.968], [0.204, 6.008, -3.189], [1.139, 5.313, -2.545], [1.871, 5.965, -1.644], [1.706, 7.310, -1.346], [0.569, 9.071, -1.824], [-0.812, 7.869, -3.524], [-0.381, 5.457, -3.917], [2.628, 5.376, -1.142], [2.330, 7.784, -0.600], [-8.149, -1.560, 0.929], [-9.483, -1.244, 1.132], [-9.820, -0.482, 2.242], [-8.932, -0.037, 3.128], [-7.655, -0.351, 2.918], [-7.211, -1.105, 1.841], [-7.839, -2.150, 0.075], [-10.251, -1.578, 0.448], [-10.854, -0.214, 2.432], [-6.950, 0.021, 3.654], [-6.162, -1.330, 1.711]], "mulliken_charge": [-0.8276, -0.1347, 0.0156, -0.2981, 0.1577, -0.4072, -0.4264, -0.9169, -0.5730, -0.7072, -0.3703, -0.7581, 0.1334, 0.2591, 0.6810, -0.6379, -0.5445, -0.4510, -0.0864, 0.3021, 0.2356, 0.4350, 0.2442, 0.2980, 0.3438, 0.2301, 0.4056, 0.3443, 0.3464, 0.4711, 0.3616, 0.3263, 0.3979, 0.2711, 0.2472, 0.3546, 0.2988, -0.4778, -0.4570, -0.3150, -0.3548, -0.3671, -0.3283, 0.3941, 0.4268, 0.7069, 0.3865, 0.3772, -0.2367, -0.5049, -0.3050, -0.5552, -0.1693, -0.6577, 0.5335, 0.3823, 0.3610, 0.6861, 0.4524, -0.2362, -0.3426, -0.2113, -0.4978, -0.3609, -0.4744, 0.3740, 0.3495, 0.3655, 0.6851, 0.3568, -0.3515, -0.4213, -0.1940, -0.5646, -0.4065, 0.0001, 0.4297, 0.3542, 0.3401, 0.3604, 0.4464]}

{"formula": "C28H38BBrN6O2S7Zn", "method": "ωB97M-V/def2-TZVPD", "largest_force_ev_per_a": 0.2, "homo_energy_ev": -1.472, "relative_energy_kcal_mol": 5.7, "total_charge": -2, "multiplicity": 1, "species": ["Zn", "C", "C", "C", "C", "N", "C", "C", "N", "B", "N", "C", "C", "N", "C", "S", "C", "C", "C", "C", "N", "C", "C", "N", "C", "S", "C", "C", "C", "C", "C", "S", "H", "H", "H", "H", "H", "H", "H", "H", "H", "H", "H", "H", "H", "H", "H", "H", "H", "H", "H", "H", "H", "H", "H", "H", "H", "H", "H", "H", "H", "H", "H", "H", "H", "H", "S", "S", "S", "S", "Br", "C", "C", "C", "C", "C", "C", "C", "O", "O", "H", "H", "H", "H"], "coordinates": [[-1.219, -0.896, -0.782], [-2.149, 1.637, -3.970], [-2.470, 2.902, -3.188], [-2.265, 4.101, -4.126], [-3.923, 2.822, -2.718], [-1.610, 3.136, -1.985], [-1.786, 4.313, -1.279], [-0.836, 4.360, -0.333], [-0.074, 3.222, -0.430], [1.053, 3.042, 0.646], [2.158, 2.096, 0.126], [2.738, 2.417, -1.083], [3.408, 1.345, -1.530], [3.242, 0.336, -0.594], [2.542, 0.837, 0.474], [2.396, 0.144, 2.015], [3.761, -1.044, -0.790], [2.808, -2.105, -0.232], [3.874, -1.301, -2.296], [5.129, -1.140, -0.118], [0.449, 2.685, 2.016], [1.127, 3.048, 3.160], [0.526, 2.474, 4.211], [-0.563, 1.755, 3.728], [-0.602, 1.888, 2.359], [-1.795, 1.275, 1.329], [-1.248, 0.708, 4.539], [-2.754, 0.622, 4.270], [-0.575, -0.622, 4.213], [-1.060, 1.045, 6.022], [-0.571, 2.441, -1.423], [0.028, 0.899, -1.896], [-2.837, 1.616, -4.821], [-2.311, 0.740, -3.382], [-1.127, 1.627, -4.341], [-2.858, 3.951, -5.029], [-1.214, 4.178, -4.412], [-2.570, 5.046, -3.673], [-4.573, 2.701, -3.587], [-4.234, 3.721, -2.181], [-4.050, 1.952, -2.071], [-2.569, 5.009, -1.508], [-0.639, 5.097, 0.425], [1.553, 4.146, 0.776], [2.558, 3.366, -1.557], [3.925, 1.203, -2.458], [1.771, -1.895, -0.496], [2.882, -2.167, 0.846], [3.079, -3.069, -0.668], [2.908, -1.140, -2.781], [4.157, -2.343, -2.442], [4.638, -0.687, -2.778], [5.023, -0.938, 0.949], [5.821, -0.411, -0.551], [5.545, -2.141, -0.251], [2.009, 3.661, 3.115], [0.788, 2.515, 5.250], [-2.973, 0.121, 3.333], [-3.204, 1.616, 4.242], [-3.205, 0.053, 5.088], [-0.587, -0.778, 3.135], [-1.101, -1.448, 4.697], [0.468, -0.614, 4.538], [-1.425, 2.048, 6.255], [-0.021, 0.956, 6.338], [-1.637, 0.327, 6.605], [-0.334, -2.496, -2.406], [-1.734, -2.068, -3.855], [-3.531, -2.218, -2.856], [-3.480, -0.734, -1.405], [1.744, -6.341, 5.437], [0.819, -5.179, 4.230], [-0.532, -5.384, 4.008], [-1.200, -4.530, 3.141], [-0.524, -3.505, 2.493], [0.833, -3.325, 2.731], [1.516, -4.156, 3.610], [-1.286, -2.561, 1.566], [-2.508, -2.534, 1.658], [-0.521, -1.868, 0.814], [-1.051, -6.191, 4.508], [-2.260, -4.638, 2.954], [1.336, -2.502, 2.235], [2.569, -4.007, 3.808]], "mulliken_charge": [1.9454, -1.8845, 1.4132, -1.7737, -1.3998, 0.7835, -0.2353, -1.5026, 0.3613, 0.5928, 0.1039, -1.2094, -0.3345, 0.5635, 0.1737, -0.3343, 1.7070, -1.5912, -1.9937, -1.8341, -0.0317, -1.1711, -0.1935, 0.4010, -0.0774, -0.2847, 1.6202, -1.8649, -1.2026, -2.2624, -0.3102, -0.1417, 0.5386, 0.0790, 0.4022, 0.4423, 0.3491, 0.4002, 0.4518, 0.3378, 0.1911, 0.5172, 0.5617, -0.2770, 0.5084, 0.4482, -0.0881, 0.3987, 0.6096, 0.3349, 0.4992, 0.4858, 0.2929, 0.3995, 0.4142, 0.5196, 0.4074, 0.2916, 0.3793, 0.5020, -0.1018, 0.5551, 0.3704, 0.4831, 0.4922, 0.4511, -0.3901, -0.2161, -0.2104, -0.5063, -0.2787, 0.1537, -0.5689, -0.4912, -0.1207, 0.6374, -0.6844, -0.0181, -0.7502, -0.5738, 0.4190, 0.4797, -0.0148, 0.4543]}